DFT (wB97M-V/def2-TZVPD) results for a single C5H7N molecule at a distorted geometry.

Positions of all 13 atoms, in Å:
C1 0.064739 -0.391754 1.586821
C2 0.294365 -0.987102 0.202409
C3 -0.843872 -0.036457 0.492124
C4 -0.520975 0.350187 -1.655256
N1 -0.101250 1.051760 -0.380578
C5 0.732027 -0.050145 -0.902423
H1 -0.374830 -1.087022 2.296595
H2 0.677026 0.395565 2.008083
H3 0.240736 -2.062074 0.043493
H4 -1.913555 -0.279322 0.387180
H5 -0.394578 0.993420 -2.512330
H6 0.377547 1.982631 -0.345155
H7 1.762619 0.120314 -1.220965

Cartesian forces (eV/Å) of the 2 atoms listed first:
C 0.405 -0.077 0.363
C -0.041 -0.103 -0.160

Output
E (a.u.): -249.23363
Relative energy (zero: lowest compared OMol25 entry of this formula, charge and spin) (kJ/mol): 629.10
HOMO level (eV): -6.708
F_max (eV Å⁻¹): 1.90
Gap between HOMO and LUMO (eV): 7.6

***

DFT (wB97M-V/def2-TZVPD) results for a molecular structure, C10H12N6O2S5V at a distorted geometry.

Positions of all 36 atoms, in Å:
V1 -0.486273 0.029433 1.006722
N1 -2.703127 2.886531 3.400549
C1 -1.766489 2.119749 2.755828
S1 -1.762108 0.398288 2.979231
N2 -0.880956 2.746257 2.025639
N3 -0.021550 1.846463 1.449911
C2 1.136340 2.284476 1.022668
C3 2.031761 1.246751 0.623224
C4 3.306060 1.452182 0.084089
C5 4.092048 0.368309 -0.221796
C6 3.597171 -0.914524 0.027529
C7 2.338217 -1.053843 0.553552
N4 1.539587 -0.001147 0.855557
H1 -3.519203 2.379602 3.684429
H2 -2.889587 3.775071 2.965134
H3 1.379440 3.336695 1.039955
H4 3.643080 2.468675 -0.078325
H5 5.079653 0.502465 -0.649806
H6 4.187933 -1.796263 -0.184171
H7 1.935000 -2.030071 0.761618
S2 -3.149126 -3.169346 -1.436429
S3 -2.301984 -4.145485 0.113821
S4 -0.357258 -3.483055 0.530781
S5 -0.399285 -2.084988 2.052265
O1 -3.554200 2.102873 -1.028061
C8 -2.775745 1.397216 -0.464988
N5 -1.998881 0.639661 0.051214
C9 -0.089827 -2.415901 -2.846222
C10 -0.449370 -1.098024 -2.230136
N6 -1.392167 -0.378850 -2.874134
O2 0.110652 -0.677016 -1.210861
H8 0.164875 -2.277726 -3.904320
H9 -0.957262 -3.078331 -2.762392
H10 0.746636 -2.851146 -2.308117
H11 -2.040159 -0.893829 -3.442756
H12 -1.793909 0.368837 -2.341196

Cartesian forces (eV/Å) of the 2 atoms listed first:
V 0.749 -3.022 -0.614
N 0.083 -0.074 0.031

Output
E (a.u.): -3802.39256
HOMO level (alpha / beta) (eV): -3.224 / -3.225
F_max (eV Å⁻¹): 3.17
Charge: -1
Gap between HOMO and LUMO (alpha / beta) (eV): 5.0 / 5.0

***

DFT (wB97M-V/def2-TZVPD) results for a gas-phase ion, C9H11O4S2 (charge -1) at a distorted geometry.

Positions of all 26 atoms, in Å:
C1 1.921810 -0.851180 -1.790003
C2 1.277497 1.366264 -1.334763
C3 1.525523 -1.231945 -0.493321
C4 0.922138 1.045692 -0.076239
C5 1.798872 0.436875 -2.234732
C6 0.873438 -0.255284 0.330986
C7 2.285932 0.877631 -3.611808
C8 -2.416525 0.334917 1.088294
C9 0.515526 -0.626520 1.690809
O1 -3.031678 -2.352154 1.984046
O2 -4.077962 -0.671594 3.475733
O3 -0.760688 1.480954 2.680532
O4 -1.426807 -0.879440 3.291489
S1 -3.096505 -1.766050 3.338008
S2 -0.937645 0.110318 2.217185
H1 2.392290 -1.684559 -2.327117
H2 1.130518 2.387317 -1.766762
H3 1.475359 -2.255834 -0.177678
H4 0.364021 1.757182 0.607263
H5 1.990458 1.899606 -3.855727
H6 3.394492 0.862876 -3.511576
H7 2.013528 0.278099 -4.454503
H8 -3.208313 0.269216 1.900347
H9 -2.634818 1.437896 0.931197
H10 -2.487174 -0.345748 0.249141
H11 0.196713 -1.624537 1.849199

Cartesian forces (eV/Å) of the 2 atoms listed first:
C 0.452 -2.223 1.521
C 0.377 1.556 -2.606

Output
E (a.u.): -1446.84818
Relative energy (zero: lowest compared OMol25 entry of this formula, charge and spin) (kJ/mol): 82.46
HOMO level (eV): -3.966
F_max (eV Å⁻¹): 3.68
Charge: -1
Gap between HOMO and LUMO (eV): 7.1

***

DFT (wB97M-V/def2-TZVPD) results for 2 unconnected molecules or ions with the total composition C28H25F2N2O at a distorted geometry.

Positions of all 58 atoms, in Å:
F1 -3.161964 -2.574892 2.766997
C1 -2.105903 -1.789784 3.168396
C2 -1.029172 -2.420544 3.793533
C3 0.090504 -1.645714 4.112170
C4 0.138966 -0.312188 3.756188
C5 -0.966588 0.334820 3.136077
C6 -0.800750 1.697867 2.765442
C7 -1.241013 2.312321 1.575403
C8 -0.820383 3.651015 1.294519
C9 -1.306838 4.340543 0.199773
C10 -2.276846 3.756428 -0.634585
C11 -2.614894 2.421453 -0.407483
F2 -3.558351 1.841844 -1.226551
C12 -2.070318 1.658687 0.609973
C13 -2.143116 -0.431476 2.894746
H1 -1.057961 -3.487729 4.007284
H2 0.928844 -2.084322 4.654998
H3 1.047097 0.271937 3.905442
H4 -0.183429 2.307036 3.425483
H5 -0.100685 4.109987 1.973418
H6 -0.969268 5.359392 0.005499
H7 -2.740419 4.311140 -1.446828
H8 -2.281722 0.593545 0.669867
H9 -3.024415 0.024960 2.451803
C14 -2.442175 9.668040 5.957118
N1 -1.929023 8.931626 4.818141
C15 -2.263366 9.452625 3.505775
C16 -1.431828 7.665692 4.946405
C17 -1.973211 6.760708 5.882137
C18 -1.603345 5.442195 5.836075
N2 -0.532599 5.023098 5.077734
C19 -0.028960 3.740730 5.129218
C20 -0.527751 2.763491 6.036402
C21 0.369668 1.620559 6.416129
C22 -0.191043 0.544585 7.126989
C23 0.608794 -0.532033 7.503711
C24 1.982250 -0.529004 7.216484
C25 2.545827 0.553002 6.533065
C26 1.744842 1.626852 6.147447
O1 -1.678770 2.791282 6.533362
C27 0.065943 5.923756 4.211619
C28 -0.377641 7.208907 4.106488
H10 -1.840873 9.447485 6.848361
H11 -2.363859 10.740227 5.732844
H12 -3.497901 9.434547 6.170284
H13 -1.721975 8.883663 2.740680
H14 -3.348218 9.363120 3.311922
H15 -1.989306 10.513241 3.454809
H16 -2.728017 7.065291 6.606345
H17 -2.103962 4.690988 6.426651
H18 0.933805 3.642508 4.629427
H19 -1.249580 0.562635 7.388602
H20 0.168863 -1.362409 8.056956
H21 2.613185 -1.363728 7.522693
H22 3.615843 0.595148 6.327035
H23 2.176373 2.494239 5.654352
H24 0.906215 5.525418 3.641010
H25 0.140469 7.892954 3.434956

Cartesian forces (eV/Å) of the 2 atoms listed first:
F 0.950 0.931 0.604
C -0.782 -0.463 -0.477

Output
E (a.u.): -1466.12109
Relative energy (zero: lowest compared OMol25 entry of this formula, charge and spin) (kJ/mol): 146.94
HOMO level (eV): -9.488
F_max (eV Å⁻¹): 1.83
Charge: +1
Gap between HOMO and LUMO (eV): 3.8

***

DFT (wB97M-V/def2-TZVPD) results for 9 unconnected molecules or ions with the total composition C2H22O9 at a distorted geometry.

Positions of all 33 atoms, in Å:
C1 0.301307 3.074385 1.151464
C2 -0.782174 3.824436 1.926208
O1 -2.013193 3.374382 1.599374
H1 0.316534 3.463668 0.133465
H2 0.090731 2.004921 1.150539
H3 1.314047 3.085555 1.554358
H4 -0.687186 4.903691 1.806590
H5 -0.435590 3.458040 2.892500
H6 -2.630913 4.032894 1.925545
O2 -2.159631 0.975367 0.379285
H7 -2.363188 1.816569 0.788148
H8 -2.182793 0.346233 1.100318
O3 -1.205664 -2.783973 -1.937501
H9 -2.122869 -2.779995 -1.663729
H10 -0.899417 -3.668589 -1.737755
O4 1.192143 -2.380102 -3.643058
H11 0.401765 -2.725627 -3.228142
H12 1.845271 -2.369094 -2.943396
O5 -0.386170 0.001978 2.585071
H13 0.237290 0.601099 2.995640
H14 -0.028240 -0.155168 1.711329
O6 0.579074 -1.045408 -0.035472
H15 0.257432 -1.538528 -0.790192
H16 0.381102 -0.132267 -0.243359
O7 3.021775 -2.494062 -1.544903
H17 2.846233 -1.982566 -0.755101
H18 3.826172 -2.116931 -1.901215
O8 -0.120897 0.836948 -2.137337
H19 -0.959652 0.910802 -1.682067
H20 -0.230114 0.086477 -2.721377
O9 0.901634 -3.777773 1.397349
H21 0.786621 -4.026715 0.480267
H22 0.908559 -2.820645 1.387153

Cartesian forces (eV/Å) of the 2 atoms listed first:
C -0.149 0.064 -1.413
C 4.076 -0.704 0.938

Output
E (a.u.): -766.53345
Relative energy (zero: lowest compared OMol25 entry of this formula, charge and spin) (kJ/mol): 58.12
HOMO level (eV): -10.681
F_max (eV Å⁻¹): 4.24
Gap between HOMO and LUMO (eV): 10.8
SMILES: CCO.O.O.O.O.O.O.O.O

***

DFT (wB97M-V/def2-TZVPD) results for 2 unconnected molecules or ions with the total composition CH4N2O at a distorted geometry.

Positions of all 8 atoms, in Å:
N1 1.151986 0.436073 -0.559197
C1 0.428552 -0.548730 -0.506814
N2 -0.251694 -1.477272 -0.142827
H1 2.152608 0.445782 -0.603690
H2 -0.841476 -2.063744 -0.699065
O1 -1.163091 1.298006 0.830728
H3 -1.228075 0.440727 1.261866
H4 -0.248810 1.469158 0.418999

Cartesian forces (eV/Å) of the 2 atoms listed first:
N -0.875 0.134 -0.320
C 1.523 0.046 0.533

Output
E (a.u.): -225.22301
Relative energy (zero: lowest compared OMol25 entry of this formula, charge and spin) (kJ/mol): 181.13
HOMO level (eV): -10.667
F_max (eV Å⁻¹): 2.52
Gap between HOMO and LUMO (eV): 11.3
SMILES: N=C=N.O